{
  "formula": "C35H34CdN8O4S",
  "method": "ωB97M-V/def2-TZVPD",
  "symbols": ["Cd", "O", "C", "O", "C", "C", "C", "N", "C", "C", "C", "C", "C", "C", "C", "N", "C", "C", "C", "C", "C", "N", "H", "H", "H", "H", "H", "H", "H", "H", "H", "H", "N", "C", "C", "N", "C", "C", "N", "H", "H", "H", "H", "H", "H", "H", "H", "H", "H", "H", "H", "H", "O", "S", "O", "N", "C", "C", "C", "C", "C", "C", "C", "C", "N", "C", "C", "C", "C", "C", "C", "C", "H", "H", "H", "H", "H", "H", "H", "H", "H", "H", "H"],
  "positions_angstrom": [[0.001004, 0.326497, -0.335470], [-3.664563, 2.659909, 5.335987], [-3.848894, 1.544080, 4.829075], [-4.644011, 0.631158, 5.092740], [-2.934017, 1.248741, 3.614716], [-2.956861, 0.007645, 2.994237], [-2.120162, -0.223944, 1.918129], [-1.310473, 0.729384, 1.452328], [-1.327088, 1.951537, 1.985932], [-2.112891, 2.236020, 3.090947], [-0.513358, 2.993568, 1.280961], [-0.492063, 4.316463, 1.709269], [0.227885, 5.245548, 0.977504], [0.900172, 4.841930, -0.164719], [0.839617, 3.505434, -0.518232], [0.164753, 2.611369, 0.196000], [-2.106656, -1.522155, 1.170912], [-2.824536, -2.631409, 1.608930], [-2.812333, -3.780457, 0.836850], [-2.083921, -3.805281, -0.344003], [-1.371896, -2.670870, -0.693022], [-1.385139, -1.568926, 0.049594], [-3.656427, -0.718319, 3.383864], [-2.135728, 3.196085, 3.585631], [-1.040058, 4.618081, 2.588115], [0.252154, 6.279958, 1.294167], [1.452118, 5.540714, -0.775388], [1.338876, 3.133231, -1.404994], [-3.381882, -2.594241, 2.532255], [-3.370165, -4.650981, 1.156816], [-2.060835, -4.679849, -0.977317], [-0.768228, -2.627195, -1.592599], [2.739816, 1.921238, 2.154686], [2.914517, 1.443772, 3.527171], [1.697821, 0.649280, 3.962979], [1.559658, -0.554643, 3.160746], [0.861303, -1.663309, 3.785919], [1.349286, -2.990789, 3.235166], [1.019346, -3.103710, 1.813595], [3.618848, 2.236094, 1.762961], [2.115727, 2.719428, 2.140124], [3.102149, 2.248705, 4.248409], [3.776998, 0.774185, 3.539273], [0.804050, 1.293197, 3.918160], [1.820198, 0.357056, 5.007505], [1.144063, -0.324023, 2.259932], [-0.233559, -1.597335, 3.672474], [1.063448, -1.633291, 4.858541], [0.938692, -3.807561, 3.842303], [2.436595, -3.017024, 3.331154], [0.033298, -3.311444, 1.707505], [1.521638, -3.869479, 1.380993], [-1.880712, 1.425317, -1.886118], [-1.088286, 1.134974, -3.068274], [-0.587378, 2.230962, -3.857776], [0.063960, 0.171043, -2.526948], [1.288606, -0.036004, -3.138826], [1.560515, 0.066990, -4.479946], [2.836261, -0.246844, -4.994093], [3.845237, -0.667333, -4.180894], [3.616486, -0.763440, -2.786090], [4.625160, -1.163780, -1.880222], [4.367770, -1.204621, -0.543013], [3.089492, -0.828813, -0.089609], [2.129879, -0.463307, -0.905590], [2.354986, -0.433596, -2.256119], [-2.107027, 0.147446, -4.120731], [-2.015820, 0.284477, -5.496047], [-2.778486, -0.542454, -6.311767], [-3.620507, -1.487608, -5.748733], [-3.716419, -1.606041, -4.366719], [-2.960793, -0.787372, -3.545720], [0.784950, 0.394619, -5.156132], [3.002461, -0.155751, -6.059326], [4.818791, -0.923074, -4.577042], [5.599961, -1.432632, -2.267658], [5.120438, -1.502674, 0.172438], [2.854558, -0.827711, 0.968776], [-1.378039, 1.050171, -5.914512], [-2.717952, -0.441122, -7.386781], [-4.214361, -2.128447, -6.386857], [-4.395474, -2.326619, -3.929958], [-3.036543, -0.850828, -2.468529]],
  "atomic_forces_ev_per_a": [[0.1, -0.1, 0.0], [0.1, 0.1, 0.1], [-0.2, 0.1, 0.0], [0.0, -0.2, 0.0], [0.1, 0.0, -0.2], [0.0, 0.0, 0.0], [0.1, -0.1, -0.1], [0.0, 0.0, 0.0], [0.0, 0.1, 0.0], [0.0, -0.1, 0.0], [0.0, 0.0, 0.1], [0.0, 0.0, 0.0], [0.0, 0.0, 0.0], [0.0, 0.0, 0.0], [0.0, 0.0, 0.0], [0.0, -0.1, 0.1], [0.0, 0.0, 0.1], [0.0, 0.0, -0.1], [0.0, 0.0, 0.0], [0.0, 0.0, 0.0], [0.0, -0.1, 0.0], [0.0, 0.1, 0.0], [0.0, 0.0, 0.0], [0.0, 0.0, 0.0], [0.0, 0.0, 0.0], [0.0, 0.0, 0.0], [0.0, 0.0, 0.0], [0.0, 0.0, 0.0], [0.0, 0.0, 0.0], [0.0, 0.0, 0.0], [0.0, 0.0, 0.0], [0.0, 0.0, 0.0], [0.0, 0.0, -0.1], [0.1, 0.0, 0.0], [-0.1, 0.1, 0.0], [0.0, 0.1, -0.2], [-0.1, 0.0, 0.0], [0.1, 0.0, 0.0], [0.0, 0.0, -0.1], [0.0, 0.0, 0.0], [0.0, 0.0, 0.0], [0.0, 0.0, 0.0], [0.0, 0.0, 0.0], [0.0, 0.0, 0.1], [0.0, 0.0, 0.0], [0.1, -0.1, 0.3], [0.0, 0.0, 0.0], [0.0, 0.0, 0.0], [0.0, 0.0, 0.0], [0.0, 0.0, 0.0], [-0.1, 0.0, 0.0], [0.0, 0.0, 0.0], [0.0, 0.0, -0.1], [0.0, 0.1, -0.1], [0.0, 0.0, 0.0], [0.0, 0.2, -0.1], [-0.1, -0.1, 0.3], [0.1, 0.0, -0.2], [-0.1, 0.0, 0.0], [0.0, 0.0, 0.1], [0.1, 0.0, -0.1], [0.0, 0.0, 0.0], [0.0, 0.0, 0.0], [0.0, 0.0, 0.1], [-0.2, 0.1, -0.1], [0.0, 0.0, 0.0], [0.0, -0.1, -0.1], [-0.1, 0.0, 0.0], [0.0, 0.0, 0.0], [0.0, 0.0, 0.0], [0.0, 0.0, 0.0], [0.0, 0.0, -0.1], [0.0, 0.0, 0.0], [0.0, 0.0, 0.0], [0.0, 0.0, 0.0], [0.0, 0.0, 0.0], [0.0, 0.0, 0.0], [0.0, 0.0, 0.0], [0.0, 0.0, 0.0], [0.0, 0.0, 0.0], [0.0, 0.0, 0.0], [0.0, 0.0, 0.0], [0.0, 0.0, 0.0]],
  "lowdin_charge": [1.40, -0.02, -0.69, -0.02, -0.06, 0.06, -0.21, 0.05, -0.20, 0.06, -0.22, 0.01, -0.04, -0.04, -0.12, 0.02, -0.22, 0.00, -0.05, -0.05, -0.15, 0.03, 0.12, 0.12, 0.11, 0.11, 0.11, 0.11, 0.12, 0.12, 0.11, 0.11, 0.01, -0.27, -0.23, -0.07, -0.24, -0.27, 0.01, 0.07, 0.05, 0.11, 0.11, 0.11, 0.12, 0.06, 0.11, 0.12, 0.11, 0.11, 0.04, 0.07, -0.38, 0.54, -0.30, -0.24, -0.28, -0.02, -0.07, -0.05, -0.16, -0.01, -0.04, -0.14, 0.03, -0.17, -0.28, -0.06, -0.07, -0.08, -0.07, -0.06, 0.09, 0.11, 0.11, 0.12, 0.11, 0.08, 0.11, 0.11, 0.10, 0.11, 0.10],
  "homo_ha": -0.287,
  "de_lowest_ev": 0.308,
  "homo_lumo_gap_ha": 0.2609
}